Entry 1:
Here is C51H127N8O17Zn as an isolated structure at a distorted geometry from OMol25. Energies are from wB97M-V/def2-TZVPD.

HOMO (spin up / spin down): -0.1543 / -0.2835 hartree
⟨S²⟩: 0.75
HOMO-LUMO gap (spin up / spin down): 4.39 / 7.85 eV
2S+1: 2
Charge: 0
E: -150076.6859 eV

XYZ file:
```
204
C51H127N8O17Zn wB97M-V/def2-TZVPD
Zn -1.090 0.701 3.092
C -0.294 0.464 -1.120
C 0.448 0.026 0.135
C 1.694 0.915 0.331
O -0.408 0.073 1.284
H 0.289 0.346 -2.033
H -0.543 1.513 -1.278
H -1.160 -0.170 -1.308
H 0.883 -0.962 -0.021
H 2.436 0.740 -0.448
H 2.230 0.638 1.239
H 1.367 1.955 0.343
C 2.020 -2.588 3.372
O 2.511 -3.967 3.411
C 2.207 -4.613 4.629
C 2.618 -6.088 4.395
N 2.572 -6.865 5.616
C 3.018 -8.232 5.437
C 2.942 -9.073 6.765
O 1.573 -9.407 7.035
C 1.408 -10.068 8.233
H 2.676 -1.980 3.995
H 0.988 -2.438 3.689
H 1.999 -2.291 2.323
H 1.133 -4.534 4.802
H 2.819 -4.178 5.418
H 3.650 -6.124 4.044
H 1.992 -6.524 3.616
H 1.641 -6.782 5.998
H 4.043 -8.304 5.074
H 2.556 -8.747 4.594
H 3.351 -8.535 7.620
H 3.430 -10.020 6.535
H 1.532 -9.326 9.022
H 2.136 -10.861 8.404
H 0.363 -10.353 8.353
C -6.584 -7.287 -0.364
O -6.355 -5.903 -0.146
C -5.912 -5.137 -1.308
C -5.757 -3.576 -0.958
N -4.506 -3.329 -0.321
C -3.322 -3.424 -1.155
C -2.070 -3.126 -0.225
O -1.814 -4.274 0.648
C -0.830 -4.002 1.622
H -5.671 -7.797 -0.671
H -7.276 -7.421 -1.195
H -6.902 -7.700 0.594
H -6.599 -5.206 -2.151
H -4.997 -5.613 -1.664
H -6.611 -3.270 -0.353
H -5.788 -3.086 -1.931
H -4.282 -4.111 0.277
H -3.363 -2.739 -2.001
H -3.130 -4.403 -1.594
H -2.319 -2.289 0.426
H -1.177 -2.937 -0.822
H -0.009 -3.554 1.061
H -0.465 -4.926 2.069
H -1.127 -3.262 2.365
C -4.944 6.456 -4.395
O -3.938 7.115 -3.729
C -4.362 7.674 -2.533
C -3.172 8.358 -1.791
N -1.963 7.523 -1.670
C -2.206 6.565 -0.598
C -0.939 5.667 -0.393
O -0.737 4.885 -1.541
C 0.547 4.347 -1.785
H -5.046 5.428 -4.049
H -4.765 6.310 -5.460
H -5.929 6.922 -4.348
H -4.890 7.026 -1.832
H -5.129 8.424 -2.722
H -3.501 8.837 -0.868
H -2.939 9.235 -2.393
H -1.883 6.959 -2.504
H -3.034 5.914 -0.879
H -2.321 7.223 0.262
H -1.001 4.934 0.412
H -0.144 6.399 -0.251
H 1.305 5.096 -2.013
H 0.444 3.611 -2.583
H 0.846 3.798 -0.892
C 5.226 1.024 5.447
O 4.635 2.170 4.835
C 5.472 3.292 4.975
C 6.622 3.450 3.922
N 6.032 3.856 2.680
C 6.861 3.855 1.506
C 6.065 4.521 0.350
O 4.900 3.667 0.052
C 4.066 4.121 -0.975
H 4.495 0.218 5.382
H 5.328 1.206 6.517
H 6.148 0.780 4.921
H 5.934 3.351 5.960
H 4.850 4.187 4.963
H 7.190 2.527 3.809
H 7.397 4.128 4.283
H 5.109 3.538 2.421
H 7.206 2.863 1.215
H 7.808 4.391 1.573
H 6.735 4.454 -0.507
H 5.691 5.509 0.615
H 4.466 3.994 -1.981
H 3.838 5.165 -0.760
H 3.097 3.622 -0.949
C -2.585 -0.535 -4.128
O -2.377 -1.849 -4.769
C -1.164 -2.492 -4.387
C -1.107 -3.927 -5.019
N -0.747 -3.759 -6.432
C -0.701 -5.034 -7.245
C -0.754 -4.651 -8.692
O -2.130 -4.330 -8.911
C -2.456 -3.882 -10.246
H -1.714 0.108 -4.001
H -2.903 -0.794 -3.119
H -3.402 0.016 -4.596
H -1.172 -2.535 -3.298
H -0.223 -2.028 -4.683
H -2.024 -4.467 -4.785
H -0.337 -4.477 -4.477
H -1.449 -3.196 -6.891
H -1.504 -5.708 -6.949
H 0.230 -5.583 -7.103
H -0.434 -5.455 -9.354
H -0.009 -3.873 -8.860
H -2.229 -4.639 -10.997
H -1.971 -2.928 -10.450
H -3.534 -3.738 -10.324
C 5.005 0.015 1.511
O 6.064 0.029 0.442
C 5.685 0.525 -0.859
C 6.634 -0.006 -1.966
N 8.019 0.476 -1.741
C 8.179 1.804 -2.361
C 9.506 2.493 -1.879
O 9.487 3.064 -0.556
C 10.769 3.581 -0.177
H 5.465 -0.138 2.487
H 4.288 -0.800 1.409
H 4.326 0.864 1.584
H 5.593 1.611 -0.843
H 4.688 0.183 -1.139
H 6.190 0.300 -2.914
H 6.579 -1.093 -1.897
H 8.088 0.624 -0.744
H 7.314 2.420 -2.117
H 8.313 1.586 -3.421
H 9.756 3.354 -2.499
H 10.345 1.824 -2.070
H 10.985 4.444 -0.807
H 11.508 2.791 -0.316
H 10.778 3.861 0.877
C -10.017 1.771 -1.103
O -8.965 1.353 -2.033
C -8.354 0.091 -1.579
C -7.378 0.270 -0.383
N -6.334 1.195 -0.760
C -5.199 0.472 -1.485
C -4.000 1.389 -1.469
O -3.966 2.087 -2.706
C -3.030 3.118 -2.757
H -10.961 1.252 -1.264
H -10.264 2.822 -1.252
H -9.789 1.673 -0.041
H -7.729 -0.293 -2.385
H -9.122 -0.654 -1.366
H -6.907 -0.656 -0.054
H -7.953 0.661 0.457
H -6.744 1.863 -1.397
H -5.436 0.088 -2.477
H -4.992 -0.427 -0.905
H -3.069 0.846 -1.304
H -4.145 2.041 -0.608
H -3.137 3.764 -1.886
H -3.203 3.706 -3.659
H -1.952 2.958 -2.768
C -4.128 -0.422 2.623
O -3.151 0.641 2.556
C -3.754 1.943 2.569
C -2.670 2.980 2.352
N -1.638 2.739 3.366
C -0.368 3.404 3.008
C 0.737 2.774 3.843
O 0.665 1.349 3.827
C 1.620 0.801 4.800
H -3.459 -1.266 2.452
H -4.833 -0.348 1.795
H -4.496 -0.596 3.634
H -4.241 2.109 3.530
H -4.552 2.060 1.836
H -2.965 4.025 2.247
H -2.319 2.695 1.361
H -2.003 3.200 4.187
H -0.223 4.485 3.023
H -0.191 3.221 1.949
H 0.698 3.179 4.854
H 1.722 3.096 3.504
H 2.608 0.982 4.379
H 1.484 -0.276 4.895
H 1.604 1.212 5.810
```


Entry 2:
Here is C28H40ClCsN2O14P2 as an isolated structure at a distorted geometry from OMol25. Energies are from wB97M-V/def2-TZVPD.

HOMO: -0.1185 hartree
HOMO-LUMO gap: 6.90 eV
2S+1: 1
Charge: -2
E: -92986.2527 eV

XYZ file:
```
88
C28H40ClCsN2O14P2 wB97M-V/def2-TZVPD
Cs 1.225 -1.124 -0.558
C 0.059 5.215 1.285
C 0.475 3.846 0.790
C 0.867 3.832 -0.673
O -0.657 2.969 0.967
P -0.431 1.464 1.477
O 0.918 1.002 1.129
C -1.898 0.725 0.727
P -1.868 0.870 -1.068
O -0.589 0.673 -1.765
O -3.106 -0.018 -1.481
C -3.302 -0.511 -2.813
C -4.765 -0.894 -2.897
C -2.381 -1.685 -3.066
O -2.381 2.368 -1.415
C -3.731 2.768 -1.135
C -4.419 3.067 -2.452
C -3.709 3.979 -0.226
O -0.659 1.578 3.040
C -1.908 1.941 3.649
C -2.743 0.709 3.931
C -1.545 2.682 4.922
H 0.887 5.923 1.190
H -0.242 5.170 2.334
H -0.783 5.590 0.698
H 1.303 3.467 1.392
H 0.026 4.161 -1.290
H 1.133 2.819 -0.980
H 1.721 4.493 -0.845
H -2.757 1.289 1.104
H -2.017 -0.326 0.995
H -3.079 0.295 -3.519
H -4.981 -1.653 -2.142
H -4.998 -1.298 -3.885
H -5.408 -0.032 -2.708
H -2.571 -2.476 -2.337
H -1.337 -1.391 -2.967
H -2.552 -2.062 -4.077
H -4.259 1.948 -0.642
H -3.879 3.858 -2.981
H -5.447 3.400 -2.284
H -4.442 2.184 -3.089
H -3.213 4.815 -0.729
H -3.160 3.767 0.689
H -4.729 4.283 0.027
H -2.437 2.629 2.979
H -2.163 -0.008 4.520
H -3.038 0.184 3.022
H -3.644 1.013 4.473
H -0.980 2.014 5.576
H -2.445 3.007 5.449
H -0.930 3.558 4.703
O -0.364 -1.557 4.815
C 0.064 -1.496 3.636
O -0.562 -1.213 2.596
C 1.582 -1.738 3.482
C 2.362 -1.938 4.621
C 3.725 -2.140 4.479
C 4.273 -2.144 3.203
C 3.420 -1.949 2.128
N 2.110 -1.744 2.256
H 1.864 -1.925 5.580
H 4.355 -2.292 5.350
H 5.331 -2.301 3.033
H 3.802 -1.942 1.108
O 3.046 -3.671 -0.868
C 3.751 -4.022 -1.785
C 4.569 -3.192 -2.671
C 5.324 -3.872 -3.611
C 6.165 -3.200 -4.486
C 6.267 -1.788 -4.429
C 5.540 -1.094 -3.520
C 4.634 -1.735 -2.574
O 3.976 -1.065 -1.764
N 6.939 -3.932 -5.436
O 6.850 -5.158 -5.470
O 7.687 -3.312 -6.193
H 3.835 -5.107 -2.025
H 5.263 -4.952 -3.666
H 6.929 -1.284 -5.120
H 5.602 -0.013 -3.459
Cl -0.429 -4.847 -0.396
C -1.420 -3.972 0.835
C -2.056 -2.690 0.276
O -3.235 -2.476 0.627
O -1.315 -1.956 -0.423
H -0.742 -3.699 1.642
H -2.175 -4.664 1.182
```


Entry 3:
Here is a 32-piece molecular cluster, C19H97FNO34 overall at a distorted geometry from OMol25. Energies are from wB97M-V/def2-TZVPD.

HOMO (spin up / spin down): -0.3320 / -0.3559 hartree
⟨S²⟩: 0.75
HOMO-LUMO gap (spin up / spin down): 8.33 / 8.98 eV
2S+1: 2
Charge: 0
E: -95089.3261 eV

XYZ file:
```
152
C19H97FNO34 wB97M-V/def2-TZVPD
C -2.806 5.221 -0.599
C -3.173 4.657 -2.110
O -3.889 5.499 -2.892
O -2.748 3.360 -2.661
C -3.389 2.226 -1.955
C -2.514 0.841 -2.226
C -2.393 -0.107 -0.864
C -0.820 -0.233 -0.386
C -0.615 -0.971 1.072
C 0.406 -0.138 2.089
C -0.442 0.679 3.244
C -0.600 2.239 2.740
C -2.073 2.913 3.156
F -2.048 4.300 2.614
C -2.089 2.969 4.794
C -3.506 2.381 5.415
C -3.370 0.745 5.572
C -3.566 2.964 6.982
N -4.711 2.847 4.635
O -4.682 4.212 4.565
C -4.773 2.302 3.230
C -5.686 0.907 3.095
C -5.622 3.432 2.335
C -3.334 2.124 2.471
H -3.717 4.961 0.099
H -1.866 4.685 -0.152
H -2.612 6.394 -0.651
H -3.299 2.455 -0.804
H -4.528 2.108 -2.219
H -1.417 1.191 -2.498
H -3.050 0.281 -3.109
H -2.796 -1.186 -1.162
H -3.096 0.270 0.002
H -0.280 -0.914 -1.204
H -0.259 0.816 -0.416
H -1.614 -1.226 1.634
H -0.072 -2.001 0.858
H 1.093 0.629 1.492
H 1.100 -0.951 2.584
H -1.456 0.115 3.411
H 0.115 0.678 4.297
H 0.204 2.864 3.362
H -0.396 2.261 1.588
H -1.963 4.090 5.106
H -1.226 2.369 5.320
H -2.408 0.510 6.235
H -3.332 0.175 4.543
H -4.309 0.378 6.168
H -3.875 4.090 7.040
H -2.432 2.919 7.352
H -4.160 2.254 7.707
H -6.155 0.690 4.147
H -4.982 -0.025 2.855
H -6.522 0.987 2.277
H -5.991 2.882 1.340
H -4.956 4.324 1.973
H -6.622 3.770 2.878
H -3.123 0.964 2.289
H -3.462 2.576 1.374
O 0.745 -2.901 -1.989
H 1.514 -3.479 -2.109
H 0.355 -2.845 -2.874
O 2.039 -0.609 -3.003
H 1.694 -1.087 -2.234
H 1.247 -0.252 -3.432
O -0.984 6.404 5.305
H -1.707 6.978 5.598
H -1.235 6.153 4.403
O -3.294 1.409 -5.135
H -3.219 1.559 -6.089
H -3.285 2.300 -4.755
O 2.039 -4.203 -3.903
H 2.807 -4.781 -4.023
H 1.648 -4.146 -4.788
O 3.100 0.774 2.699
H 3.175 0.924 1.744
H 3.110 1.665 3.078
O -9.026 3.878 2.945
H -9.742 3.246 2.780
H -9.361 4.427 3.670
O 2.273 2.416 -3.160
H 3.230 2.564 -3.132
H 2.188 1.452 -3.222
O 2.564 -2.778 0.769
H 3.333 -3.356 0.649
H 2.174 -2.722 -0.116
O 4.643 1.699 -1.623
H 3.841 1.155 -1.595
H 5.307 1.161 -1.167
O 4.633 -5.567 -4.123
H 5.590 -5.418 -4.095
H 4.547 -6.530 -4.184
O 7.617 -6.129 -4.260
H 8.574 -5.980 -4.232
H 7.532 -7.092 -4.322
O 1.224 5.680 -2.741
H 1.327 5.552 -1.786
H 1.579 4.865 -3.126
O -5.899 -0.024 -1.336
H -6.622 0.550 -1.043
H -6.150 -0.275 -2.238
O 6.399 0.637 -4.347
H 5.683 0.004 -4.511
H 6.064 1.186 -3.622
O -1.718 6.980 1.581
H -1.831 6.053 1.841
H -1.003 7.298 2.153
O -1.461 7.368 -2.869
H -2.262 6.824 -2.841
H -0.797 6.830 -2.413
O 4.012 0.804 -5.099
H 4.047 1.417 -5.848
H 3.249 0.239 -5.295
O 10.620 -6.543 -3.952
H 11.577 -6.394 -3.924
H 10.535 -7.506 -4.014
O 7.744 -8.680 -3.087
H 7.631 -9.607 -2.826
H 8.458 -8.362 -2.515
O -3.665 7.048 3.481
H -3.630 7.661 2.732
H -4.428 6.483 3.284
O 4.687 -0.930 -0.355
H 4.665 -1.738 -0.889
H 4.127 -1.139 0.408
O -0.724 -3.845 1.557
H 0.233 -3.696 1.585
H -0.810 -4.808 1.495
O -9.944 1.188 3.304
H -8.987 1.337 3.333
H -10.030 0.225 3.243
O -5.622 7.043 0.664
H -5.014 7.798 0.661
H -5.842 6.916 -0.272
O 8.070 -11.608 -2.445
H 8.173 -11.736 -1.490
H 8.426 -12.423 -2.830
O 5.612 -12.403 -4.069
H 5.499 -13.329 -3.808
H 6.326 -12.085 -3.497
O 0.192 -2.549 4.055
H 0.961 -3.127 3.935
H -0.198 -2.493 3.170
O -4.657 -1.765 -4.069
H -4.049 -1.010 -4.072
H -4.876 -1.891 -5.004
O 10.997 -5.460 -1.329
H 10.274 -4.886 -1.035
H 10.745 -5.711 -2.230
O 11.075 -11.709 -2.048
H 10.750 -10.900 -2.471
H 11.503 -11.393 -1.238
```